Record 1
The following is a DFT calculation (the ωB97M-V functional and the def2-TZVPD basis) of a molecular structure, C14H10BF2MnN2O2.

Structure (XYZ):
```
32
C14H10BF2MnN2O2 the ωB97M-V functional and the def2-TZVPD basis
Mn -1.05523 0.58608 -1.25525
O -0.25338 0.28072 -2.91244
C 0.91084 -0.30011 -3.24915
C 1.24009 -0.37291 -4.59315
C 2.41141 -0.98910 -5.03564
C 3.26977 -1.57031 -4.10642
C 2.96140 -1.50573 -2.76041
C 1.80304 -0.85530 -2.27481
C 1.58020 -0.78713 -0.87858
N 0.54279 -0.12071 -0.32019
N 0.45274 -0.13962 1.05664
C -0.68550 0.33730 1.41989
O -1.63714 0.68919 0.55280
C -0.99653 0.50704 2.86035
C -2.28846 0.82585 3.26433
C -2.59202 0.96117 4.61515
C -1.60884 0.78584 5.57661
C -0.31211 0.47970 5.17568
C -0.00777 0.34341 3.83025
H 0.54530 0.06951 -5.29811
H 2.64530 -1.01324 -6.09337
H 4.17410 -2.07126 -4.43172
H 3.63137 -1.95347 -2.03292
H 2.26324 -1.28437 -0.19810
H -3.04640 0.96352 2.50480
H -3.60522 1.20170 4.91435
H -1.84719 0.88366 6.62886
H 0.46841 0.35158 5.91631
H 0.99716 0.10754 3.50617
F -3.36685 0.03097 -2.02103
B -2.87880 1.30525 -1.98578
F -3.71572 2.25324 -2.37514
```

Properties
- ΔE to the lowest compared entry with this formula, charge and spin: 26.5 kcal per mole
- Total charge: -1
- LUMO level (spin up / spin down): 2.97 / 3.03 eV
- Total energy: -2175.2278 hartree
- Spin multiplicity: 6
- Frontier orbital gap (spin up / spin down): 0.1734 / 0.2795 Ha
- HOMO (spin up / spin down): -1.75 / -4.57 eV

=====

Record 2
The following is a DFT calculation (the ωB97M-V functional and the def2-TZVPD basis) of a molecular structure, C14H10ClF9IrO.

Structure (XYZ):
```
36
C14H10ClF9IrO the ωB97M-V functional and the def2-TZVPD basis
C -3.34717 -0.86420 -0.99116
C -2.98996 -1.08431 -2.39883
C -2.16491 0.00084 -2.82344
H -3.37237 -1.91302 -3.00748
C -1.94942 0.87148 -1.70023
C -2.68606 0.35204 -0.55665
H -2.74734 0.82616 0.39907
H -4.04836 -1.47691 -0.42367
H -1.79541 0.17578 -3.83353
H -1.34071 1.79779 -1.72793
Ir -1.28197 -1.11033 -1.04650
Cl 0.56450 -2.39853 -1.09397
C 3.55906 0.09330 -0.69332
C 2.45876 0.94283 -0.94065
C 2.04311 0.75189 -2.30020
H 1.89388 1.54874 -0.22606
C 2.92376 -0.20677 -2.90693
C 3.70634 -0.80131 -1.83456
H 4.19390 -1.76780 -1.85474
H 4.17272 0.06872 0.22131
H 1.17683 1.24848 -2.74319
H 2.89537 -0.48593 -3.97231
F -0.82506 2.50860 1.94399
C -1.11658 1.37306 2.61266
F -0.97692 1.60076 3.95303
F -2.43048 1.08223 2.38927
C -0.17176 0.14126 2.06799
O -0.14728 -0.01312 0.76543
C 1.31896 0.58802 2.59883
F 1.43744 0.60519 3.96146
F 2.24713 -0.26199 2.11020
F 1.61404 1.83507 2.13749
C -0.60392 -1.20756 2.82712
F -0.74493 -1.04463 4.17345
F -1.79417 -1.62538 2.31831
F 0.32899 -2.15046 2.59576
```

Properties
- ΔE to the lowest compared entry with this formula, charge and spin: 0.0 kcal per mole
- LUMO level (spin up / spin down): -0.16 / -4.09 eV
- Total energy: -2077.7850 hartree
- Spin multiplicity: 6
- Frontier orbital gap (spin up / spin down): 0.2142 / 0.1516 Ha
- HOMO (spin up / spin down): -5.98 / -8.22 eV

=====

Record 3
The following is a DFT calculation (the ωB97M-V functional and the def2-TZVPD basis) of a molecular structure, C14H10ClI2N3NiOS.

Structure (XYZ):
```
33
C14H10ClI2N3NiOS the ωB97M-V functional and the def2-TZVPD basis
Ni 0.11311 -0.94775 -1.24593
I 0.99872 3.33061 1.67709
C 0.99467 1.29873 2.12392
C 1.34027 0.86589 3.41441
C 1.32101 -0.46197 3.74823
I 1.81583 -1.01513 5.69967
C 0.95722 -1.43297 2.77882
C 0.85807 -2.82460 3.00079
C 0.46610 -3.65290 1.98685
C 0.20600 -3.11344 0.71721
N 0.31080 -1.82659 0.47052
C 0.64927 -0.97908 1.48337
C 0.63235 0.41108 1.12812
O 0.28265 0.72487 -0.07601
H 1.61572 1.60367 4.15498
H 1.08289 -3.22273 3.98117
H 0.36778 -4.71750 2.14119
H -0.08248 -3.74589 -0.11039
Cl 1.51986 -2.30146 -3.78831
C 1.06472 -2.40270 -2.05995
H 2.00297 -2.41515 -1.49980
H 0.56633 -3.36655 -1.94714
S -0.60038 -0.09080 -3.14983
C -1.28496 1.44385 -2.87469
N -1.05560 2.16215 -1.73729
C -1.56506 3.38926 -1.54008
C -2.30840 3.97780 -2.51869
C -2.50875 3.20593 -3.67642
N -2.03288 1.99878 -3.85295
H -0.56456 1.69670 -0.94562
H -1.33724 3.84107 -0.58357
H -2.72561 4.96470 -2.40441
H -3.10043 3.60213 -4.49525
```

Properties
- ΔE to the lowest compared entry with this formula, charge and spin: 0.0 kcal per mole
- LUMO level (spin up / spin down): -0.57 / -0.57 eV
- Total energy: -3741.1055 hartree
- Frontier orbital gap (spin up / spin down): 0.2720 / 0.2715 Ha
- HOMO (spin up / spin down): -7.97 / -7.96 eV

=====

Number 1: largest force on an atom 0.99 eV/Å. Number 2: largest force on an atom 4.99 eV/Å. Number 3: largest force on an atom 0.83 eV/Å.